The ion C4H7N4 with charge +1. Source: OMol25; level of theory: ωB97M-V with the def2-TZVPD basis set.

Its energy above the lowest of the compared OMol25 structures with the same formula, charge and spin is 57.82 kcal/mol. The calculation puts the energy at -375.3104 hartree.

```
! RIJCOSX wB97M-V def2-TZVPD def2/J DEFGRID3
* xyz 1 1
C 0.145 -0.067 0.090
C 2.422 0.347 -0.716
C -1.308 -0.001 -0.038
C 2.312 -0.206 0.681
N 0.893 -0.422 1.036
N 1.172 0.382 -1.136
N -1.898 -0.671 0.937
N -1.812 0.700 -1.065
H 2.811 -1.138 0.905
H 2.716 0.483 1.446
H 0.748 0.555 -2.066
H -1.296 -0.949 1.694
H -2.872 -0.857 1.048
H -1.215 1.172 -1.647
H -2.819 0.673 -1.169
*
```



A structure of composition C6H9N. Source: OMol25; level of theory: ωB97M-V with the def2-TZVPD basis set.

Its energy above the lowest of the compared OMol25 structures with the same formula, charge and spin is 129.13 kcal/mol. The calculation puts the energy at -288.5763 hartree.

```
! RIJCOSX wB97M-V def2-TZVPD def2/J DEFGRID3
* xyz 0 1
C -0.379 0.697 1.833
C -0.145 0.339 0.390
C -1.291 -0.594 -0.942
C -0.121 -1.032 -0.148
C 1.222 -0.575 -0.827
N 0.965 0.481 -1.758
C 1.035 0.851 -0.370
H 0.203 0.026 2.495
H -1.427 0.550 2.089
H -0.083 1.725 2.077
H -2.257 -0.465 -0.480
H -1.396 -1.014 -1.965
H -0.098 -1.945 0.441
H 2.143 -1.140 -0.813
H -0.051 0.425 -1.966
H 1.680 1.670 -0.057
*
```



A cluster of 12 separate species, C28H76N4O12S8 in total. Source: OMol25; level of theory: ωB97M-V with the def2-TZVPD basis set.

Its energy above the lowest of the compared OMol25 structures with the same formula, charge and spin is 106.17 kcal/mol. The calculation puts the energy at -5419.4594 hartree.

```
! RIJCOSX wB97M-V def2-TZVPD def2/J DEFGRID3
* xyz 0 1
C 0.673 3.876 9.204
C 1.621 3.711 8.056
O 2.368 2.704 8.069
N 1.611 4.670 7.130
C 2.301 4.560 5.876
H 0.885 3.154 9.993
H -0.383 3.821 8.940
H 0.893 4.863 9.610
H 0.786 5.251 7.175
H 1.631 4.638 5.020
H 2.721 3.561 5.759
H 3.074 5.319 5.753
C -3.352 -3.761 -8.724
C -2.266 -3.886 -7.802
O -2.426 -3.649 -6.603
N -1.120 -4.122 -8.304
C 0.080 -4.377 -7.559
H -3.107 -3.940 -9.771
H -3.709 -2.732 -8.701
H -4.187 -4.405 -8.448
H -1.174 -4.542 -9.221
H 0.854 -4.180 -8.300
H 0.135 -5.424 -7.260
H 0.305 -3.662 -6.768
C 3.760 -11.554 3.306
C 2.744 -11.436 2.166
O 2.242 -12.393 1.736
N 2.446 -10.181 1.733
C 1.474 -9.838 0.732
H 3.497 -11.192 4.300
H 4.611 -10.986 2.932
H 4.075 -12.592 3.417
H 2.703 -9.395 2.314
H 1.293 -8.763 0.712
H 0.527 -10.207 1.125
H 1.769 -10.246 -0.235
C 6.651 3.986 -0.816
C 7.061 3.398 0.513
O 7.232 4.182 1.450
N 7.009 2.061 0.652
C 7.428 1.330 1.777
H 6.664 3.237 -1.607
H 7.406 4.751 -0.995
H 5.668 4.433 -0.667
H 6.339 1.569 0.080
H 6.819 0.470 2.053
H 7.349 1.984 2.646
H 8.440 0.930 1.709
C -0.190 -1.682 -0.800
S 1.067 -0.399 -1.136
O 2.442 -0.954 -0.797
C 0.711 0.893 0.210
H -0.255 -2.525 -1.487
H -1.123 -1.122 -0.859
H -0.178 -2.012 0.239
H 1.339 1.762 0.013
H 0.805 0.440 1.197
H -0.325 1.189 0.046
C -4.751 2.827 -4.107
S -6.606 2.661 -4.203
O -7.185 4.054 -4.195
C -6.838 2.061 -5.865
H -4.377 1.812 -3.974
H -4.423 3.498 -3.313
H -4.406 3.202 -5.071
H -7.812 2.309 -6.286
H -6.765 0.977 -5.953
H -6.031 2.460 -6.480
C 6.486 -5.866 -1.331
S 8.233 -5.467 -1.257
O 8.791 -6.226 -0.083
C 8.742 -6.437 -2.700
H 5.977 -5.315 -0.541
H 6.310 -6.937 -1.431
H 6.026 -5.592 -2.281
H 7.954 -7.139 -2.974
H 9.696 -6.954 -2.601
H 8.766 -5.740 -3.538
C -4.579 4.484 3.105
S -4.789 2.861 3.924
O -4.700 1.845 2.778
C -6.558 2.862 4.316
H -3.569 4.532 2.698
H -4.798 5.277 3.821
H -5.256 4.574 2.256
H -6.628 3.526 5.178
H -6.886 1.837 4.489
H -7.135 3.279 3.491
C -3.546 -5.674 5.231
S -4.684 -5.722 6.665
O -3.796 -6.229 7.791
C -4.969 -3.880 6.766
H -3.085 -6.644 5.047
H -2.715 -5.061 5.579
H -4.044 -5.271 4.350
H -5.613 -3.669 5.913
H -4.070 -3.265 6.731
H -5.516 -3.478 7.619
C -6.834 -5.474 -3.011
S -7.893 -3.940 -3.027
O -9.321 -4.531 -3.179
C -7.841 -3.432 -1.244
H -5.856 -5.361 -2.544
H -6.677 -6.056 -3.919
H -7.324 -6.083 -2.250
H -8.135 -4.335 -0.709
H -8.576 -2.630 -1.180
H -6.902 -3.092 -0.807
C 1.609 8.803 -5.004
S 0.366 7.459 -4.757
O 0.054 7.293 -3.253
C -1.061 8.409 -5.451
H 1.728 8.858 -6.086
H 2.590 8.611 -4.570
H 1.273 9.703 -4.489
H -1.068 9.404 -5.004
H -1.987 7.955 -5.098
H -0.943 8.414 -6.535
C 2.177 10.158 2.056
S 3.176 11.637 1.489
O 2.517 12.742 2.321
C 4.834 11.298 2.234
H 2.415 9.967 3.103
H 2.502 9.228 1.591
H 1.112 10.194 1.826
H 5.146 10.313 1.887
H 4.830 11.442 3.314
H 5.525 12.090 1.946
*
```



| no. | strongest force on any atom (hartree/bohr) | Kohn-Sham gap (eV) | HOMO (eV) |
| --- | --- | --- | --- |
| 1 | 0.09962 | 7.52 | -12.69 |
| 2 | 0.02159 | 8.49 | -7.77 |
| 3 | 0.09730 | 8.73 | -8.86 |